The following is a quantum chemistry calculation of a molecular structure, C58H58F2N2O3P3RuS in a non-equilibrium geometry, from the Open Molecules 2025 dataset.

ORCA input file:
```
! wB97M-V def2-TZVPD RIJCOSX def2/J DEFGRID3
* xyz 2 2
Ru -0.0567 -0.1534 -0.3495
O 0.3286 3.2105 0.8040
S -0.0178 1.8700 1.2968
C -1.5969 1.9393 2.1443
C -2.2095 3.1488 2.4014
C -3.3110 3.1775 3.2471
C -3.7449 2.0024 3.8458
C -3.1390 0.7874 3.5439
C -2.0872 0.7306 2.6359
P -1.2967 -0.8224 2.0282
C -2.5955 -2.0133 1.5206
C -2.3482 -2.7690 0.3783
C -3.1577 -3.8461 0.0483
C -4.2489 -4.1597 0.8404
C -4.5389 -3.3803 1.9531
C -3.7079 -2.3254 2.3030
C -0.8306 -1.6326 3.6028
C -0.3411 -0.8720 4.6644
C 0.0230 -1.4811 5.8547
C -0.1064 -2.8540 6.0006
C -0.5854 -3.6204 4.9465
C -0.9245 -3.0190 3.7462
C 0.9443 1.6059 2.8013
C 0.7709 2.4521 3.8873
C 1.5366 2.2586 5.0235
C 2.4720 1.2309 5.0625
C 2.6445 0.3985 3.9698
C 1.8837 0.5831 2.8160
P 2.1936 -0.4127 1.3055
C 3.7791 0.3111 0.7870
C 4.5886 -0.4261 -0.0802
C 5.8317 0.0592 -0.4460
C 6.2785 1.2775 0.0514
C 5.4740 2.0143 0.9057
C 4.2194 1.5439 1.2629
C 2.7426 -2.0075 1.9974
C 4.0670 -2.2782 2.3425
C 4.3794 -3.4633 2.9902
C 3.3870 -4.3844 3.2947
C 2.0736 -4.1298 2.9290
C 1.7577 -2.9505 2.2769
H -1.8109 4.0562 1.9625
H -3.7947 4.1175 3.4762
H -4.5527 2.0261 4.5658
H -3.4724 -0.1055 4.0522
H -1.5174 -2.5015 -0.2611
H -2.9378 -4.4391 -0.8296
H -4.8627 -5.0201 0.6086
H -5.3996 -3.6137 2.5682
H -3.9152 -1.7813 3.2130
H -0.2661 0.2035 4.5715
H 0.4023 -0.8797 6.6708
H 0.1519 -3.3267 6.9391
H -0.6993 -4.6903 5.0626
H -1.2727 -3.6349 2.9261
H 0.0532 3.2614 3.8412
H 1.4026 2.9072 5.8787
H 3.0799 1.0843 5.9456
H 3.3797 -0.3938 4.0041
H 4.2466 -1.3876 -0.4481
H 6.4597 -0.5178 -1.1127
H 7.2581 1.6473 -0.2222
H 5.8275 2.9556 1.3063
H 3.5951 2.1326 1.9239
H 4.8532 -1.5718 2.1179
H 5.4065 -3.6624 3.2660
H 3.6408 -5.3027 3.8071
H 1.2972 -4.8496 3.1522
H 0.7411 -2.7519 1.9730
F 1.1046 -5.4856 -1.0895
C 1.3134 -4.2419 -1.5209
C 0.8169 -3.1843 -0.7763
C 1.0484 -1.8836 -1.1861
C 1.8433 -1.6302 -2.3198
C 2.2457 -2.7354 -3.0762
F 2.9184 -2.5667 -4.2221
C 1.9964 -4.0397 -2.7002
C 2.3226 -0.2572 -2.5321
C 3.2879 0.1226 -3.4681
C 3.8084 1.4043 -3.4263
C 3.3770 2.2876 -2.4497
C 2.3844 1.8612 -1.5893
N 1.8651 0.6399 -1.6435
H 0.2640 -3.4169 0.1250
H 2.3608 -4.8618 -3.3000
H 3.6425 -0.5656 -4.2151
H 4.5600 1.7021 -4.1457
H 3.7770 3.2886 -2.3747
H 1.9738 2.5278 -0.8382
O -4.1332 -0.8236 -1.1661
C -3.6998 0.0712 -0.4293
O -2.5183 0.3817 -0.1322
C -4.8435 0.9384 0.2159
N -5.9458 -0.0414 0.4568
C -7.2473 0.6813 0.4563
C -6.9908 1.9459 -0.3825
C -5.5058 1.8759 -0.7968
H -4.5269 1.4381 1.1302
H -5.7975 -0.6319 1.2743
H -5.7922 -0.6621 -0.3772
H -7.5095 0.9359 1.4807
H -8.0245 0.0398 0.0488
H -7.1879 2.8356 0.2116
H -7.6358 1.9807 -1.2567
H -5.0411 2.8584 -0.8194
H -5.4184 1.4286 -1.7883
C -1.8490 -0.6076 -3.1954
C -1.1843 0.7130 -3.5684
P -0.7348 1.8370 -2.1671
C -2.2640 2.8338 -1.8283
C -2.0259 4.2681 -1.3460
C 0.2556 3.0606 -3.1373
C -0.4848 3.6966 -4.3163
H -1.8135 -1.3063 -4.0311
H -2.8897 -0.4699 -2.9216
H -1.3415 -1.0841 -2.3477
H -1.8166 1.2636 -4.2665
H -0.2313 0.5107 -4.0678
H -2.8179 2.2944 -1.0681
H -2.8645 2.8261 -2.7421
H -1.2774 4.3010 -0.5612
H -2.9581 4.6739 -0.9487
H -1.6957 4.9318 -2.1431
H 1.1371 2.5456 -3.5152
H 0.5969 3.8299 -2.4409
H -0.6684 2.9709 -5.1068
H 0.1366 4.4885 -4.7346
H -1.4339 4.1410 -4.0244
*
```

Summary:
Orbital gap (alpha / beta)   6.39 / 6.95 eV

Results of the Mulliken charge analysis, in e, for atoms 1 through 6:
1. Ru 0.765
2. O -0.785
3. S 1.656
4. C -0.769
5. C -0.023
6. C -1.112

---

The following is a quantum chemistry calculation of a molecular structure, C58H59BN2O3P3S2Ti in a non-equilibrium geometry, from the Open Molecules 2025 dataset.

ORCA input file:
```
! wB97M-V def2-TZVPD RIJCOSX def2/J DEFGRID3
* xyz 1 1
Ti -0.5591 0.0501 -0.7819
S 1.2274 1.9189 2.1080
P 0.1726 0.2859 2.3936
C -1.0167 0.1026 1.1170
P -2.7499 0.1873 1.1441
S -3.1614 0.2811 -0.8132
C -3.4779 1.6246 2.0022
C -4.8510 1.7942 1.8589
C -5.4641 2.8958 2.4222
C -4.7088 3.8228 3.1259
C -3.3398 3.6540 3.2657
C -2.7191 2.5530 2.6992
C -3.6572 -1.2065 1.9059
C -3.9654 -1.1608 3.2612
C -4.6381 -2.2151 3.8485
C -4.9996 -3.3181 3.0914
C -4.7084 -3.3540 1.7375
C -4.0397 -2.3008 1.1413
C 1.2145 -1.2124 2.2216
C 2.5781 -1.1515 2.4680
C 3.3489 -2.2970 2.3715
C 2.7549 -3.5047 2.0477
C 1.3856 -3.5727 1.8529
C 0.6126 -2.4300 1.9307
C -0.3963 0.1222 4.1251
C -1.0720 -1.0120 4.5635
C -1.4030 -1.1310 5.9012
C -1.0676 -0.1284 6.7987
C -0.3910 0.9976 6.3601
C -0.0555 1.1232 5.0251
H -5.4189 1.0628 1.2989
H -6.5300 3.0299 2.3144
H -5.1913 4.6822 3.5676
H -2.7564 4.3797 3.8145
H -1.6479 2.4157 2.7900
H -3.6893 -0.2946 3.8466
H -4.8932 -2.1699 4.8961
H -5.5089 -4.1476 3.5572
H -5.0237 -4.2018 1.1468
H -3.8227 -2.3074 0.0841
H 3.0158 -0.1987 2.7322
H 4.4093 -2.2582 2.5637
H 3.3534 -4.3978 1.9460
H 0.9135 -4.5234 1.6580
H -0.4558 -2.4734 1.7657
H -1.3377 -1.7980 3.8691
H -1.9190 -2.0150 6.2502
H -1.3268 -0.2331 7.8417
H -0.1141 1.7748 7.0555
H 0.4891 1.9881 4.6715
N -0.0527 2.7393 -2.7970
P 0.0091 2.7201 -1.0734
C -1.0075 4.2259 -0.8380
C -0.5901 5.4660 -1.3188
C -1.4362 6.5560 -1.2405
C -2.6896 6.4243 -0.6613
C -3.1115 5.1926 -0.1876
C -2.2767 4.0923 -0.2907
C 1.6926 3.4023 -0.9262
C 2.6670 3.0185 -1.8418
C 3.9417 3.5469 -1.7602
C 4.2521 4.4445 -0.7525
C 3.2911 4.8105 0.1772
C 2.0121 4.2921 0.0937
C -0.5082 1.7094 -3.5601
C -0.5330 1.8037 -4.9633
C -0.9861 0.7265 -5.6880
C -1.4377 -0.4058 -5.0114
C -1.3947 -0.4069 -3.6345
N -0.9103 0.6080 -2.9164
H 0.0924 3.6263 -3.2706
H 0.3965 5.5737 -1.7495
H -1.1216 7.5106 -1.6377
H -3.3388 7.2836 -0.5890
H -4.0927 5.0890 0.2529
H -2.6095 3.1176 0.0462
H 2.4203 2.3366 -2.6465
H 4.6880 3.2684 -2.4886
H 5.2433 4.8664 -0.7028
H 3.5292 5.5150 0.9602
H 1.2497 4.5796 0.8015
H -0.2042 2.7115 -5.4483
H -1.0133 0.7634 -6.7663
H -1.8246 -1.2556 -5.5496
H -1.7805 -1.2375 -3.0533
C 7.5482 -1.1666 -2.7204
C 6.1960 -0.7295 -2.2718
C 5.0495 -1.0670 -2.9848
C 3.7856 -0.7299 -2.5380
C 2.6039 -1.1164 -3.3660
C 3.6447 -0.0263 -1.3080
C 2.3713 0.2386 -0.7224
O 1.2404 -0.0220 -1.2103
C 4.8169 0.3922 -0.6183
C 4.8127 1.2040 0.6393
C 6.0525 0.0218 -1.1118
H 7.5766 -1.3156 -3.7963
H 7.7922 -2.1160 -2.2414
H 8.3080 -0.4456 -2.4280
H 5.1596 -1.6154 -3.9099
H 2.9392 -1.5382 -4.3106
H 1.9673 -0.2551 -3.5768
H 1.9872 -1.8531 -2.8481
H 2.3794 0.7043 0.2722
H 4.9034 0.5394 1.4979
H 3.9285 1.8153 0.7821
H 5.6774 1.8651 0.6397
H 6.9420 0.3417 -0.5899
C 0.6722 -4.9673 -2.1732
C -0.4821 -3.9696 -2.2824
C -1.0061 -3.9847 -3.7197
O 0.0464 -2.6526 -2.0226
B -0.5823 -2.0742 -0.9518
O -1.5242 -2.9161 -0.4379
C -1.6057 -4.1425 -1.1886
C -1.4046 -5.3213 -0.2333
C -3.0253 -4.2560 -1.7604
H 1.3714 -4.7795 -2.9849
H 0.3125 -5.9887 -2.2572
H 1.2027 -4.8425 -1.2330
H -0.2171 -3.6433 -4.3860
H -1.8615 -3.3285 -3.8412
H -1.2910 -4.9948 -3.9966
H -0.4065 -5.3454 0.1897
H -1.5902 -6.2554 -0.7568
H -2.1191 -5.2316 0.5832
H -3.3670 -3.3096 -2.1760
H -3.7048 -4.5375 -0.9606
H -3.0652 -5.0264 -2.5238
*
```

Summary:
Energy relative to the best compared isomer or geometry (same formula, charge and spin)   1.067 eV
Orbital gap   6.50 eV

Results of the Mulliken charge analysis, in e, for atoms 1 through 6:
1. Ti -3.067
2. S -0.493
3. P 1.319
4. C -0.144
5. P 1.033
6. S -0.689

---

The following is a quantum chemistry calculation of 2 unconnected molecules or ions with the total composition C58H62N5O2 in a non-equilibrium geometry, from the Open Molecules 2025 dataset.

ORCA input file:
```
! wB97M-V def2-TZVPD RIJCOSX def2/J DEFGRID3
* xyz 1 1
C -2.4951 -8.7601 -0.8475
N -1.8292 -7.5284 -1.1957
C -1.9229 -6.9976 -2.4483
O -2.5252 -7.5026 -3.3922
C -1.1324 -5.6877 -2.4491
C -2.0128 -4.4681 -2.7169
C -2.6921 -4.5309 -4.0680
C -4.0873 -4.5748 -4.1479
C -4.7131 -4.6959 -5.3900
C -3.9406 -4.7440 -6.5588
C -2.5432 -4.6914 -6.4794
C -1.9182 -4.5792 -5.2328
N -0.5285 -5.6871 -1.1115
C 0.3141 -4.7088 -0.7206
C 0.8887 -4.6449 0.5422
C 1.7943 -3.6776 0.9687
C 2.4083 -3.6666 2.2670
C 3.3706 -2.6771 2.6236
C 3.9558 -2.6541 3.8825
C 3.6305 -3.6235 4.8456
C 4.2659 -3.6055 6.1999
C 2.6979 -4.6142 4.5125
C 2.0994 -4.6430 3.2626
C -0.9564 -6.8210 -0.2679
C -1.7635 -6.3797 0.9634
C 0.2079 -7.7334 0.1504
H -3.1245 -9.0776 -1.6818
H -1.7630 -9.5468 -0.6266
H -3.1180 -8.6126 0.0425
H -0.3446 -5.7640 -3.2228
H -2.7656 -4.3909 -1.9155
H -1.3612 -3.5838 -2.6599
H -4.6700 -4.5411 -3.2233
H -5.8010 -4.7623 -5.4409
H -4.4299 -4.8328 -7.5289
H -1.9358 -4.7488 -7.3846
H -0.8284 -4.5456 -5.1561
H 0.5448 -3.9449 -1.4719
H 0.6034 -5.4235 1.2484
H 2.0720 -2.8983 0.2540
H 3.6531 -1.9340 1.8728
H 4.6841 -1.8780 4.1358
H 3.9056 -4.4444 6.7997
H 5.3569 -3.6794 6.1363
H 4.0378 -2.6812 6.7414
H 2.4467 -5.3735 5.2581
H 1.3801 -5.4339 3.0417
H -2.6530 -5.8185 0.6450
H -2.0754 -7.2694 1.5251
H -1.1789 -5.7435 1.6319
H 0.7040 -8.1309 -0.7456
H 0.9502 -7.2007 0.7492
H -0.1831 -8.5661 0.7489
C 0.2556 5.8905 5.7903
C 0.2793 5.5634 4.3246
C 1.4771 5.2377 3.6904
C 1.5230 4.9207 2.3271
C 2.8749 4.6658 1.7342
C 0.3205 4.9008 1.6138
N 0.3415 4.5095 0.2422
C 0.7198 3.2937 -0.2781
C 1.4637 2.2033 0.3865
C 0.9448 1.5542 1.5933
C 1.8466 0.5888 2.2619
C -0.3464 1.8805 2.1189
C -1.4691 2.0579 1.2781
C -2.7459 2.1998 1.8123
C -2.9199 2.2910 3.1957
C -1.8160 2.1976 4.0484
C -0.5512 1.9497 3.5294
O 2.5589 1.8359 -0.0999
N 0.6205 3.4038 -1.6097
C 1.0438 2.5221 -2.6486
C 0.6870 1.1577 -2.6578
C -0.2625 0.5430 -1.6815
C 1.1977 0.3498 -3.6741
C 1.9743 0.8748 -4.7069
C 2.4707 -0.0337 -5.7939
C 2.2578 2.2433 -4.7088
C 1.7996 3.0849 -3.6938
C 2.1294 4.5372 -3.7548
N 0.0664 4.6203 -1.9625
C -0.0883 5.2830 -0.8436
C -0.6177 6.6371 -0.7320
C -1.6847 6.9766 -1.5950
C -2.3847 8.1642 -1.3978
C -1.9746 9.0584 -0.3990
C -0.8498 8.7793 0.3907
C -0.1422 7.5947 0.1979
C -0.8972 5.2577 2.2146
C -2.2223 5.2847 1.5147
C -0.8941 5.5822 3.5764
H -0.7606 6.1563 6.1021
H 0.5891 5.0345 6.3938
H 0.9203 6.7356 6.0168
H 2.4133 5.2421 4.2533
H 2.9071 4.7483 0.6438
H 3.5782 5.4076 2.1428
H 3.2668 3.6800 2.0269
H 1.3291 0.0948 3.0944
H 2.1865 -0.1894 1.5596
H 2.7417 1.1032 2.6494
H -1.3245 2.0214 0.1965
H -3.6002 2.2613 1.1332
H -3.9175 2.4466 3.6071
H -1.9393 2.3152 5.1285
H 0.3189 1.8543 4.1868
H -0.4908 -0.4800 -2.0059
H 0.1627 0.4588 -0.6731
H -1.2135 1.0870 -1.6289
H 0.9519 -0.7175 -3.6715
H 2.9962 0.5337 -6.5666
H 3.1597 -0.7860 -5.3890
H 1.6411 -0.5763 -6.2657
H 2.8470 2.6734 -5.5251
H 2.7176 4.7145 -4.6599
H 1.2197 5.1445 -3.8044
H 2.7259 4.8825 -2.9019
H -1.9683 6.2654 -2.3741
H -3.2477 8.3890 -2.0267
H -2.5223 9.9894 -0.2465
H -0.5235 9.4861 1.1583
H 0.7646 7.3857 0.7712
H -2.9983 4.9060 2.1937
H -2.5151 6.3065 1.2315
H -2.2402 4.6563 0.6195
H -1.8409 5.8311 4.0617
*
```

Summary:
Energy relative to the best compared isomer or geometry (same formula, charge and spin)   0.000 eV
Orbital gap   3.33 eV

Results of the Mulliken charge analysis, in e, for atoms 1 through 6:
1. C -0.937
2. N 0.275
3. C 0.133
4. O -0.688
5. C -0.012
6. C -0.265